# 1
Density functional theory data (ωB97M-V/def2-TZVPD) for 2 unconnected molecules or ions with the total composition C3H9O3 in a non-equilibrium geometry.

XYZ file:
```
15
Properties=species:S:1:pos:R:3:forces:R:3
C 0.723 -0.534 0.697 -0.19 2.23 -0.18
C 1.540 -0.040 -0.508 -0.53 0.48 1.22
O 0.676 0.692 -1.307 -0.29 1.87 -2.64
C -0.676 -1.049 0.122 1.81 0.16 -0.90
O -1.764 -0.414 0.496 -1.50 0.14 0.96
H 0.580 0.234 1.517 -0.14 -0.39 -1.21
H 1.326 -1.260 1.154 0.50 -1.68 0.80
H 2.333 0.734 -0.337 -0.05 -1.14 0.44
H 1.979 -0.962 -0.979 -0.37 0.83 -0.24
H -0.291 0.676 -1.182 1.02 -0.74 0.64
H -0.605 -0.995 -1.030 0.32 -1.11 1.19
H -0.605 -2.059 0.465 -0.61 -1.59 -0.11
H -1.876 0.895 0.574 -0.16 0.54 0.23
H -1.381 2.089 -0.224 -0.07 0.63 0.10
O -1.958 1.991 0.543 0.25 -0.21 -0.30
```
Positions in Å, forces in eV/Å.

Results
LUMO ... 4.04 eV
Frontier orbital gap ... 7.632 eV
Energy above the lowest of the compared OMol25 structures with the same formula, charge and spin ... 126.74 kJ/mol
HOMO ... -3.6 eV
Charge ... -1
Electronic energy ... -9398.41355 eV

=====

# 2
Density functional theory data (ωB97M-V/def2-TZVPD) for C4H7NO in the gas phase.

XYZ file:
```
13
Properties=species:S:1:pos:R:3:forces:R:3
C -0.984 0.941 -0.968 -0.02 0.00 -0.02
C 0.233 0.441 -0.221 -0.09 0.21 0.14
C -0.035 -0.099 1.195 -0.17 0.21 0.05
N 0.790 -1.306 1.298 0.13 -0.12 -0.41
C 1.164 -1.547 0.112 0.05 -0.14 0.27
O 0.821 -0.704 -0.889 0.01 0.00 0.01
H -0.713 1.352 -1.944 -0.04 -0.08 0.12
H -1.708 0.132 -1.112 0.12 0.10 0.05
H -1.463 1.735 -0.382 0.07 -0.11 -0.12
H 1.010 1.216 -0.196 -0.10 -0.10 0.00
H 0.221 0.624 1.974 -0.02 -0.11 -0.10
H -1.089 -0.380 1.329 0.13 0.07 -0.01
H 1.754 -2.405 -0.196 -0.07 0.08 0.03
```
Positions in Å, forces in eV/Å.

Results
LUMO ... 1.04 eV
Frontier orbital gap ... 10.625 eV
Structure (SMILES) ... C[C@H]1CN=CO1
Energy above the lowest of the compared OMol25 structures with the same formula, charge and spin ... 93.62 kJ/mol
HOMO ... -9.6 eV
Charge ... 0
Electronic energy ... -7798.67413 eV

=====

# 3
Density functional theory data (ωB97M-V/def2-TZVPD) for C20H22FN3O3S in the gas phase.

XYZ file:
```
50
Properties=species:S:1:pos:R:3:forces:R:3
O -1.423 -0.655 0.001 0.19 -0.37 0.22
C -2.075 0.254 -0.476 -0.10 0.61 -0.32
C -1.395 1.547 -0.960 0.02 0.01 0.29
N -0.176 1.718 -0.197 -0.32 0.17 -0.42
C -0.365 1.841 1.153 0.35 0.05 0.16
O -1.442 2.173 1.603 -0.17 -0.01 0.13
C 0.788 1.389 2.034 0.04 0.02 0.30
N 1.170 0.051 1.645 -0.25 -0.08 0.25
C 2.442 -0.250 1.287 0.04 0.20 0.24
O 3.369 0.530 1.423 0.11 -0.02 0.03
C 2.640 -1.593 0.725 0.09 -0.69 -0.25
C 3.847 -2.117 0.348 -0.34 0.37 0.26
C 3.740 -3.407 -0.200 -0.10 -0.18 -0.09
C 2.453 -3.848 -0.238 -0.27 0.15 0.10
S 1.348 -2.700 0.394 0.58 -0.03 -0.07
C 1.062 1.441 -0.809 0.42 0.21 -0.14
C 1.254 0.301 -1.583 0.06 0.12 0.00
C 2.476 0.058 -2.182 -0.06 -0.04 -0.12
C 3.525 0.948 -2.024 -0.02 0.09 0.04
C 3.349 2.097 -1.274 -0.11 0.07 0.03
C 2.123 2.335 -0.687 -0.13 -0.11 -0.18
F 1.943 3.472 0.019 0.03 -0.13 -0.02
N -3.403 0.221 -0.647 -0.21 0.02 -0.10
C -4.236 -0.859 -0.153 0.14 -0.22 0.10
C -5.234 -1.318 -1.235 -0.11 -0.11 0.03
C -6.632 -1.109 -0.641 -0.05 0.09 -0.07
C -6.434 -0.015 0.405 -0.04 -0.20 0.10
C -5.095 -0.390 1.033 0.00 0.08 -0.02
H -1.154 1.474 -2.022 -0.02 0.00 0.10
H -2.047 2.408 -0.787 -0.02 -0.13 -0.13
H 0.435 1.407 3.070 0.01 0.11 -0.21
H 1.671 2.028 1.952 -0.15 -0.04 -0.01
H 0.414 -0.577 1.401 0.07 0.07 -0.04
H 4.767 -1.575 0.471 0.14 0.16 0.03
H 4.578 -3.983 -0.550 0.11 -0.12 -0.07
H 2.084 -4.788 -0.601 -0.04 -0.20 -0.08
H 0.448 -0.411 -1.674 -0.09 -0.06 0.03
H 2.613 -0.841 -2.764 0.01 -0.10 -0.04
H 4.481 0.748 -2.481 0.11 -0.01 -0.04
H 4.146 2.809 -1.134 0.08 0.09 0.04
H -3.883 1.053 -0.954 0.19 0.07 0.00
H -3.543 -1.651 0.139 -0.12 0.12 -0.05
H -5.068 -2.355 -1.519 0.05 -0.01 -0.10
H -5.104 -0.706 -2.129 0.03 -0.03 -0.04
H -7.365 -0.839 -1.399 -0.07 -0.08 -0.01
H -6.969 -2.023 -0.151 -0.07 -0.04 0.02
H -7.242 0.018 1.134 -0.05 0.12 0.01
H -6.369 0.962 -0.077 -0.03 0.11 -0.03
H -4.620 0.432 1.565 0.07 -0.05 0.09
H -5.234 -1.216 1.730 -0.02 -0.05 0.06
```
Positions in Å, forces in eV/Å.

Results
LUMO ... 0.57 eV
Frontier orbital gap ... 9.263 eV
Structure (SMILES) ... O=C(CN(C(=O)CNC(=O)c1cccs1)c1ccccc1F)NC1CCCC1
Energy above the lowest of the compared OMol25 structures with the same formula, charge and spin ... 77.81 kJ/mol
HOMO ... -8.7 eV
Charge ... 0
Electronic energy ... -45264.20987 eV